# 1
The following is a quantum chemistry calculation of a 2-piece molecular cluster, C4H10IN2S overall, from the OMol25 dataset.

```
18
Properties=species:S:1:pos:R:3:lowdin_charge:R:1
C -1.32 0.31 -0.67 -0.25
C -0.01 0.90 -0.12 -0.69
C -0.12 0.26 -1.54 -0.28
C -2.08 -0.84 -0.03 -0.03
N 0.69 0.15 0.91 0.18
N 0.23 -0.07 -2.66 0.25
S 0.07 2.71 -0.04 0.82
I 4.33 -0.03 0.01 0.56
H -1.96 1.13 -0.93 0.13
H -2.75 -0.36 0.72 0.10
H -1.56 -1.68 0.44 0.08
H -2.82 -1.29 -0.72 0.10
H 1.78 0.22 0.70 0.04
H 0.53 0.32 1.87 0.14
H 0.41 -0.84 0.77 0.16
H 1.11 -0.17 -3.04 0.06
H 5.19 1.22 0.50 -0.30
H -1.25 3.10 0.24 -0.07
```

Calculated values
E = -26216.6315 eV
Net charge = +1
Kohn-Sham gap = 9.31 eV
Multiplicity = 1
Energy relative to the best compared isomer or geometry (same formula, charge and spin) = 43.33 kcal/mol
HOMO level = -0.4716 Eh

---

# 2
The following is a quantum chemistry calculation of a 2-piece molecular cluster, C4H10N overall, from the OMol25 dataset.

```
15
Properties=species:S:1:pos:R:3:lowdin_charge:R:1
C 1.76 -0.57 1.41 -0.04
C 2.22 0.20 0.13 -0.17
C 1.17 0.23 -0.90 -0.04
C -0.09 -0.14 -0.71 0.39
N -4.05 0.29 -0.77 0.02
H 1.61 -0.01 2.33 0.09
H 0.80 -0.94 1.02 0.06
H 2.34 -1.39 1.85 0.09
H 2.44 1.23 0.45 0.16
H 3.07 -0.33 -0.31 0.14
H 1.46 0.43 -1.94 0.18
H -0.89 0.61 -0.82 0.13
H -3.54 0.92 -0.18 -0.01
H -3.50 -0.37 -1.29 -0.01
H -4.80 -0.17 -0.29 0.01
```

Calculated values
E = -5787.8623 eV
Net charge = +1
Kohn-Sham gap = 4.81 eV
Multiplicity = 1
Energy relative to the best compared isomer or geometry (same formula, charge and spin) = 138.26 kcal/mol
HOMO level = -0.4705 Eh

---

# 3
The following is a quantum chemistry calculation of a 2-piece molecular cluster, C4H10N overall, from the OMol25 dataset.

```
15
Properties=species:S:1:pos:R:3:lowdin_charge:R:1
C -0.01 -2.29 1.40 -0.08
C -1.07 -1.62 1.89 -0.08
H 1.01 -2.10 1.71 0.05
H -0.21 -2.95 0.56 0.05
H -0.98 -0.54 1.95 0.04
H -2.07 -2.03 1.79 0.05
C 1.38 1.56 -0.78 0.00
C -0.75 0.63 -1.43 0.20
N -0.05 1.61 -1.04 0.01
H 1.81 0.57 -0.86 0.11
H 1.90 2.29 -1.39 0.11
H 1.57 1.94 0.23 0.12
H -0.20 -0.30 -1.52 0.12
H -1.78 0.78 -1.72 0.13
H -0.54 2.47 -0.79 0.18
```

Calculated values
E = -5790.7052 eV
Net charge = +1
Kohn-Sham gap = 7.11 eV
Multiplicity = 1
Energy relative to the best compared isomer or geometry (same formula, charge and spin) = 72.70 kcal/mol
HOMO level = -0.4600 Eh